Version w
This record from the OMol25 dataset describes a single C6H11NS molecule. The level of theory is the ωB97M-V functional and the def2-TZVPD basis.

Results
HOMO energy: -8.7 eV
gap between HOMO and LUMO: 9.68 eV
structure (SMILES): C[C@H]1CNC[C@@H]2S[C@H]21

```
19
Properties=species:S:1:pos:R:3:lowdin_charge:R:1
C -1.44251 -1.53487 0.05963 -0.07
C -0.73733 -0.42763 0.92016 -0.31
C 0.84950 -0.65761 0.92176 -0.16
C 1.22269 1.17795 -0.95701 -0.22
C -0.28021 1.13744 -1.06895 -0.60
C -0.76444 0.98716 0.35565 -0.53
H -1.33704 -2.50111 0.55269 0.07
H -0.94895 -1.59977 -0.94118 0.07
H -2.47873 -1.22729 -0.26403 0.09
H -1.11369 -0.40606 1.97592 0.14
H 1.10084 -1.70654 0.99132 0.11
H 1.23767 -0.14575 1.79666 0.10
H 2.53248 -0.25140 -0.18469 0.12
H 1.62325 1.22591 -1.98494 0.11
H 1.64195 2.03607 -0.38574 0.12
H -0.60359 0.29460 -1.71376 0.09
H -0.22883 1.67330 1.02179 0.10
N 1.50629 -0.14677 -0.34013 -0.07
S -1.77936 2.07239 -0.75515 0.85
```

---

Version x
This record from the OMol25 dataset describes a single C6H11NS molecule. The level of theory is the ωB97M-V functional and the def2-TZVPD basis.

Results
HOMO energy: -8.6 eV
gap between HOMO and LUMO: 9.37 eV
structure (SMILES): SCC1[C@@H]2CNC[C@@H]12

```
19
Properties=species:S:1:pos:R:3:lowdin_charge:R:1
C 1.29812 -1.62014 0.80192 -0.49
C 0.35056 -0.50055 1.07316 -0.28
C 0.66510 0.74741 0.09674 -0.12
C -0.01008 2.07505 -0.14155 -0.20
C -1.27268 0.28189 -1.30308 -0.17
C -0.70275 -0.10901 0.11469 -0.19
H 1.09055 -4.27666 1.19194 -0.15
H 2.13761 -1.73707 1.58947 0.10
H 1.90417 -1.57374 -0.15950 0.09
H -0.01015 -0.43243 2.05287 0.12
H 1.39000 0.40588 -0.59523 0.10
H -0.55107 2.44174 0.70472 0.09
H 0.58870 2.91914 -0.59046 0.12
H -1.60491 2.46899 -1.53221 0.14
H -2.47340 0.18592 -1.19850 0.14
H -0.86270 -0.19626 -2.18398 0.09
H -1.38818 0.43323 0.67649 0.09
N -0.82966 1.71616 -1.37731 -0.10
S 0.28077 -3.22955 0.77983 0.64
```

---

Least stable structure: version x

---

Version w
This record from the OMol25 dataset describes 2 unconnected molecules or ions with the total composition C6H11NS. The level of theory is the ωB97M-V functional and the def2-TZVPD basis.

Results
HOMO energy: -7.6 eV
gap between HOMO and LUMO: 7.76 eV
structure (SMILES): C/C=C(/C)N.C=C=S

```
19
Properties=species:S:1:pos:R:3:lowdin_charge:R:1
C -0.18109 0.61542 0.69898 -0.40
C 1.83066 -2.33286 -0.98451 -0.75
C 0.19851 0.70928 2.16791 -0.06
C 0.91812 -3.27293 -1.11530 -0.06
C 0.36202 1.01318 -1.75653 -0.13
C 0.61685 1.06120 -0.30666 -0.20
N -1.37886 -0.07959 0.45361 0.08
S 3.08034 -1.50929 -0.61648 0.77
H -0.49734 0.34928 3.06336 0.12
H 0.38779 1.65136 2.50570 0.02
H 1.07865 0.03559 2.27420 0.08
H 0.25907 -3.57083 -0.35229 0.05
H 0.81467 -3.78343 -2.01479 0.03
H -2.12039 0.02732 1.09891 0.06
H -0.26072 0.13974 -1.99465 0.06
H -0.22865 1.87473 -1.96659 0.06
H 1.32477 0.83147 -2.33955 0.09
H 1.51157 1.56133 0.00419 0.09
H -1.76808 0.15143 -0.47157 0.08
```

---

Version x
This record from the OMol25 dataset describes a single C6H11NS molecule. The level of theory is the ωB97M-V functional and the def2-TZVPD basis.

Results
HOMO energy: -8.8 eV
gap between HOMO and LUMO: 9.36 eV
structure (SMILES): C#C[C@@H](N)[C@@H](C)CS

```
19
Properties=species:S:1:pos:R:3:lowdin_charge:R:1
C 1.96477 0.95087 1.07705 -0.08
C 0.73156 0.62434 0.21936 -0.46
C 0.62633 -0.87666 0.30539 -0.53
C -0.60316 1.28443 0.53037 -0.59
C -1.45805 0.75990 -0.52458 -0.13
C -2.37988 0.39686 -1.21096 0.11
H 2.31262 2.09527 1.01467 0.13
H 1.73572 0.79978 2.08458 0.01
H 2.81161 0.08813 0.83674 0.14
H 0.98592 0.91107 -0.77840 0.12
H 1.58796 -1.24362 0.70873 0.03
H -0.14645 -1.08310 1.19227 0.13
H 1.85426 -1.70896 -1.68611 -0.12
H -0.38168 2.27031 0.41957 0.11
H -1.81099 1.88677 1.79720 0.20
H -0.07205 0.99714 2.54021 0.20
H -2.92024 -0.08226 -2.09467 0.07
N -1.04913 0.92915 1.75152 0.01
S 0.50611 -1.89207 -1.29220 0.63
```

---

Version y
This record from the OMol25 dataset describes a single C6H11NS molecule. The level of theory is the ωB97M-V functional and the def2-TZVPD basis.

Results
HOMO energy: -8.2 eV
gap between HOMO and LUMO: 9.14 eV
structure (SMILES): N[C@H]1C[C@]12CCCS2

```
19
Properties=species:S:1:pos:R:3:lowdin_charge:R:1
C -0.81988 1.16717 0.98175 -0.39
C -1.92488 0.19754 0.71715 -0.07
C -0.52938 0.02004 0.07230 -0.67
C 0.32910 -1.14860 0.51019 -0.20
C 1.60377 -1.08155 -0.35239 -0.29
C 1.16861 -0.87357 -1.75862 -0.52
H -0.14104 3.10369 0.58705 0.06
H -1.31695 2.54966 -0.35552 0.06
H -0.35742 1.06842 1.98887 0.15
H -2.76267 0.56096 0.05016 0.13
H -2.10497 -0.54172 1.47688 0.10
H -0.11707 -2.15776 0.45010 0.12
H 0.62311 -0.98145 1.59268 0.13
H 2.38637 -0.26506 -0.04788 0.14
H 2.18918 -2.03910 -0.23707 0.12
H 1.02043 -1.88089 -2.23695 0.09
H 2.00390 -0.48271 -2.34072 0.07
N -0.97206 2.56054 0.61096 0.05
S -0.27814 0.22440 -1.70894 0.91
```

---

Least stable structure: version x

---

Version w
This record from the OMol25 dataset describes a molecular structure, C4H13N3. The level of theory is the ωB97M-V functional and the def2-TZVPD basis.

Results
HOMO energy: -8.4 eV
gap between HOMO and LUMO: 9.13 eV

```
20
Properties=species:S:1:pos:R:3:lowdin_charge:R:1
C 1.98155 1.26571 0.14182 -0.11
C 2.11051 -1.13253 -0.10781 -0.10
N 1.24589 0.01078 0.12674 -0.33
N 0.20332 0.03690 -0.83760 -0.05
H 0.55680 0.19032 -1.79002 0.11
H -0.55430 0.83925 -0.55878 0.11
H 2.51093 1.46274 -0.80576 0.08
H 1.29258 2.08765 0.33612 0.08
H 2.71194 1.23108 0.94796 0.08
H 2.82062 -1.20525 0.71447 0.08
H 2.67556 -1.05287 -1.05092 0.08
H 1.50717 -2.03815 -0.13115 0.08
C -2.30624 -1.04118 -0.06796 -0.16
C -2.63039 0.23757 0.49715 -0.41
N -3.07066 0.48355 1.64948 0.06
H -2.83899 1.39140 2.04267 0.04
H -1.90155 1.05876 -0.04562 0.10
H -0.96076 -0.80965 -0.49078 0.13
H -2.69034 -1.86748 0.52236 0.05
H -2.66365 -1.14858 -1.09236 0.05
```

---

Version x
This record from the OMol25 dataset describes a single C4H13N3 molecule. The level of theory is the ωB97M-V functional and the def2-TZVPD basis.

Results
HOMO energy: -8.8 eV
gap between HOMO and LUMO: 9.97 eV
structure (SMILES): C[C@H](CN)NCN

```
20
Properties=species:S:1:pos:R:3:lowdin_charge:R:1
C 1.71797 -0.57566 -0.14765 -0.27
N 2.19827 -1.79563 -0.77008 0.00
C 0.18616 -0.50850 -0.17267 -0.43
C -0.38011 -1.57751 0.77042 -0.07
N -0.22663 0.85000 0.09148 -0.06
C -1.65356 1.13961 -0.08717 -0.29
N -1.85684 2.52332 0.35189 -0.01
H 2.00480 -0.56460 0.91306 0.12
H 2.15069 0.34656 -0.55094 0.11
H 2.34415 -1.64318 -1.76031 0.07
H 3.08010 -2.09857 -0.38386 0.06
H -0.07637 -0.80336 -1.18235 0.13
H 0.19264 -2.50042 0.72801 0.07
H -0.58609 -1.12920 1.73741 0.07
H -1.40402 -1.85338 0.46453 0.07
H 0.01380 1.09537 1.05003 0.11
H -2.21941 0.52680 0.60976 0.10
H -1.82290 1.05184 -1.15688 0.12
H -0.97356 2.95753 0.59066 0.05
H -2.36763 3.19817 -0.20582 0.06
```

---

Least stable structure: version w

---

Version w
This record from the OMol25 dataset describes a molecular structure, C4H13N3. The level of theory is the ωB97M-V functional and the def2-TZVPD basis.

Results
HOMO energy: -6.0 eV
gap between HOMO and LUMO: 6.58 eV

```
20
Properties=species:S:1:pos:R:3:lowdin_charge:R:1
C -1.07729 -0.96368 1.22294 -0.10
C -1.01051 1.09806 -0.18363 -0.10
N -0.48023 -0.22443 0.11232 -0.22
C -0.94051 -1.27811 -1.42398 -0.06
N -1.60762 -0.76694 -2.35849 0.08
H -1.84490 -1.40238 -3.13120 0.07
H -0.61646 -2.33671 -1.39804 0.11
H -0.88972 -0.41644 2.14872 0.09
H -2.13241 -1.15411 1.02122 0.09
H -1.16777 1.64916 0.74591 0.09
H -1.93713 1.00314 -0.76069 0.07
H -0.30881 1.64593 -0.81391 0.09
H -0.56391 -1.91836 1.33401 0.09
C 2.56564 0.90421 0.30496 -0.34
N 1.57848 0.30121 1.17961 -0.23
H 1.17389 1.05994 1.73164 -0.01
H 0.70782 -0.38313 0.05415 0.15
H 3.33156 1.43851 0.88403 0.04
H 2.14141 1.62648 -0.41083 0.03
H 3.07848 0.11766 -0.25874 0.05
```

---

Version x
This record from the OMol25 dataset describes a molecular structure, C4H13N3. The level of theory is the ωB97M-V functional and the def2-TZVPD basis.

Results
HOMO energy: -8.4 eV
gap between HOMO and LUMO: 8.26 eV

```
20
Properties=species:S:1:pos:R:3:lowdin_charge:R:1
N 0.43248 -1.41771 0.18101 0.07
C 0.35567 -0.15461 -0.18644 -0.52
C -0.87158 0.76183 -0.12915 -0.16
C -1.73450 0.71172 1.14028 -0.29
N -2.19577 -0.65705 1.34947 0.00
C 1.02082 -0.03838 -1.58452 -0.27
N 2.40920 -0.44144 -1.45486 -0.01
H 1.71183 1.03575 1.00031 0.18
H 0.51565 -1.44307 1.19258 0.06
H 1.26904 0.48476 0.62849 0.05
H -0.48263 1.77948 -0.20351 0.11
H -1.50284 0.46936 -0.96564 0.13
H -2.59355 1.37281 1.02554 0.10
H -1.13037 1.13711 1.95561 0.10
H -1.40183 -1.27947 1.25722 0.02
H -2.55947 -0.83624 2.27088 0.06
H 1.04814 0.96484 -2.01087 0.11
H 0.37746 -0.69284 -2.18523 0.12
H 2.46292 -1.30081 -0.93123 0.05
H 2.86934 -0.45602 -2.34996 0.06
```

---

Least stable structure: version w